# 1
2 unconnected molecules or ions with the total composition CH5N3O. Source: the OMol25 dataset; level of theory: ωB97M-V/def2-TZVPD.

The value obtained for the total energy is -280.351598 hartree. The HOMO energy (alpha / beta) is -0.3188 / -0.3186 hartree. The value obtained for the energy above the lowest of the compared OMol25 structures with the same formula, charge and spin is 158.70 kcal per mole. The gap between HOMO and LUMO (alpha / beta) comes out at 0.291 / 0.288 Eh.

Bonds (Å) are listed after each position.
Positions of all 10 atoms, in Å:
1 C -0.219 -0.697 -1.481  N2 1.294, H6 1.206, H7 1.122, H8 1.176
2 N -0.360 -0.848 -0.203  C1 1.294
3 N 0.075 0.308 1.994  N4 1.253, H9 0.994, H10 1.064
4 N 0.478 1.069 1.084  N3 1.253, O5 1.238
5 O 0.799 2.259 1.195  N4 1.238
6 H 0.453 -1.422 -2.172  C1 1.206
7 H 0.254 0.317 -1.561  C1 1.122
8 H -1.252 -0.748 -2.040  C1 1.176
9 H -0.189 -0.523 1.517  N3 0.994
10 H -0.317 0.721 2.893  N3 1.064


# 2
A single C2H3N3O molecule. Source: the OMol25 dataset; level of theory: ωB97M-V/def2-TZVPD.

As for the structure (SMILES): Oc1nnc[nH]1. The value obtained for the total energy is -317.451352 hartree. The HOMO energy is -0.3639 hartree. The value obtained for the energy above the lowest of the compared OMol25 structures with the same formula, charge and spin is 50.81 kcal per mole. The gap between HOMO and LUMO comes out at 0.382 Eh.

Bonds (Å) are listed after each position.
Positions of all 9 atoms, in Å:
1 O 0.698 1.741 0.649  C2 1.327, H7 0.967
2 C 0.327 0.597 0.090  O1 1.327, N3 1.403, N6 1.294
3 N -0.817 -0.031 0.604  C2 1.403, C4 1.415, H9 1.080
4 C -0.939 -1.060 -0.359  N3 1.415, N5 1.292, H8 1.084
5 N 0.051 -1.091 -1.188  C4 1.292, N6 1.388
6 N 0.912 -0.051 -0.864  C2 1.294, N5 1.388
7 H 1.525 1.989 0.213  O1 0.967
8 H -1.781 -1.743 -0.387  C4 1.084
9 H -0.033 -0.354 1.271  N3 1.080


# 3
2 unconnected molecules or ions with the total composition C4H9BrN2O2. Source: the OMol25 dataset; level of theory: ωB97M-V/def2-TZVPD.

As for the structure (SMILES): CN/C=[N+](\[O-])O.C=CBr. The value obtained for the total energy is -2991.613429 hartree. The HOMO energy is -0.2907 hartree. The value obtained for the energy above the lowest of the compared OMol25 structures with the same formula, charge and spin is 16.80 kcal per mole. The gap between HOMO and LUMO comes out at 0.315 Eh.

Bonds (Å) are listed after each position.
Positions of all 18 atoms, in Å:
1 C -2.188 1.185 -0.666  C3 1.337, H10 1.077, H11 1.079
2 C 1.790 -2.304 -0.190  N5 1.475, H13 1.093, H14 1.090, H15 0.977
3 C -2.959 0.452 0.145  C1 1.337, Br9 1.897, H16 1.035
4 C 1.211 0.004 0.489  N5 1.344, N6 1.324, H17 1.075
5 N 1.173 -0.984 -0.420  C2 1.475, C4 1.344, H18 1.081
6 N 1.059 1.230 0.011  C4 1.324, O7 1.488, O8 1.235
7 O 1.108 2.169 1.164  N6 1.488, H12 0.933
8 O 0.560 1.531 -1.078  N6 1.235
9 Br -3.121 -1.434 0.273  C3 1.897
10 H -2.274 2.244 -0.489  C1 1.077
11 H -1.290 0.880 -1.180  C1 1.079
12 H 0.267 2.560 1.266  O7 0.933
13 H 1.267 -2.866 0.588  C2 1.093
14 H 1.838 -2.831 -1.143  C2 1.090
15 H 2.678 -2.110 0.168  C2 0.977
16 H -3.332 1.093 0.866  C3 1.035
17 H 1.666 -0.079 1.459  C4 1.075
18 H 0.544 -0.740 -1.265  N5 1.081


# 4
A single C4H7NO molecule. Source: the OMol25 dataset; level of theory: ωB97M-V/def2-TZVPD.

As for the structure (SMILES): CC1=N[C@]1(C)O. The value obtained for the total energy is -286.522464 hartree. The HOMO energy is -0.3358 hartree. The value obtained for the energy above the lowest of the compared OMol25 structures with the same formula, charge and spin is 68.51 kcal per mole. The gap between HOMO and LUMO comes out at 0.371 Eh.

Bonds (Å) are listed after each position.
Positions of all 13 atoms, in Å:
1 C 0.982 -0.214 0.151  C2 1.492, C3 1.453, N5 1.258
2 C -0.105 -0.334 -0.863  C1 1.492, C4 1.543, N5 1.484, O6 1.420
3 C 1.664 0.509 1.211  C1 1.453, H7 1.040, H8 1.085, H9 1.072
4 C -1.387 -1.147 -0.589  C2 1.543, H10 1.048, H11 1.053, H12 1.030
5 N 1.199 -1.036 -0.776  C1 1.258, C2 1.484
6 O -0.070 0.731 -1.801  C2 1.420, H13 0.901
7 H 1.980 1.415 0.810  C3 1.040
8 H 2.481 -0.057 1.647  C3 1.085
9 H 0.963 0.608 2.015  C3 1.072
10 H -1.290 -2.190 -0.616  C4 1.048
11 H -2.050 -0.945 -1.382  C4 1.053
12 H -1.730 -0.798 0.317  C4 1.030
13 H -0.310 0.620 -2.662  O6 0.901


# 5
2 unconnected molecules or ions with the total composition C27H59N3O15P3. Source: the OMol25 dataset; level of theory: ωB97M-V/def2-TZVPD.

The value obtained for the total energy is -3380.469613 hartree. The HOMO energy is -0.4076 hartree. The gap between HOMO and LUMO comes out at 0.253 Eh. The total charge is +1.

Bonds (Å) are listed after each position.
Positions of all 107 atoms, in Å:
1 C 0.476 3.896 3.756  C2 1.614, H41 1.138, H42 1.139, H43 1.149
2 C 1.111 3.926 2.272  C1 1.614, O3 1.441, H44 1.150, H45 1.143
3 O 2.350 3.195 2.350  C2 1.441, C4 1.446
4 C 2.660 2.526 1.105  O3 1.446, C5 1.600, H46 1.150, H47 1.150
5 C 3.010 0.975 1.291  C4 1.600, O6 1.442, H48 1.136, H49 1.146
6 O 1.942 0.208 1.882  C5 1.442, C7 1.455
7 C 2.380 -1.144 2.192  O6 1.455, C8 1.627, H50 1.135, H51 1.146
8 C 1.874 -2.084 0.964  C7 1.627, O9 1.444, H52 1.153, H53 1.134
9 O 0.898 -1.308 0.237  C8 1.444, C10 1.443
10 C 0.109 -2.131 -0.647  O9 1.443, C11 1.605, H54 1.136, H55 1.150
11 C -0.432 -1.357 -1.946  C10 1.605, P12 1.898, C17 1.636, C28 1.599
12 P -0.182 -2.628 -3.334  C11 1.898, P13 2.174, H56 1.446
13 P -1.212 -4.494 -2.909  P12 2.174, O14 1.533, O15 1.717, O16 1.706
14 O -1.212 -4.927 -1.439  P13 1.533
15 O -0.359 -5.698 -3.788  P13 1.717, H57 0.981
16 O -2.793 -4.503 -3.550  P13 1.706, H58 0.988
17 C 0.719 -0.255 -2.316  C11 1.636, C18 1.616, H59 1.138, H60 1.132
18 C 0.016 1.071 -1.714  C17 1.616, C19 1.629, N22 1.526, H61 1.149
19 C 0.292 2.368 -2.660  C18 1.629, N20 1.485, H62 1.148, H63 1.150
20 N 0.232 2.059 -4.111  C19 1.485, C21 1.493, H64 1.026
21 C 1.548 2.243 -4.792  N20 1.493, H65 1.149, H66 1.136, H67 1.149
22 N -1.440 0.830 -1.327  C18 1.526, C23 1.508, C28 1.491, H68 1.032
23 C -1.475 1.080 0.160  N22 1.508, C24 1.601, H69 1.135, H70 1.150
24 C -2.938 1.303 0.771  C23 1.601, C25 1.629, H71 1.140, H72 1.134
25 C -2.703 1.979 2.235  C24 1.629, O26 1.438, H73 1.152, H74 1.150
26 O -3.730 2.922 2.590  C25 1.438, C27 1.454
27 C -4.818 2.165 3.189  O26 1.454, H75 1.147, H76 1.144, H77 1.138
28 C -1.789 -0.514 -1.871  C11 1.599, N22 1.491, C29 1.626, C37 1.595
29 C -2.265 -0.472 -3.425  C28 1.626, C30 1.612, H78 1.149, H79 1.148
30 C -3.401 0.639 -3.696  C29 1.612, C31 1.623, H80 1.139, H81 1.148
31 C -3.077 1.520 -5.020  C30 1.623, C32 1.590, H82 1.149, H83 1.133
32 C -3.473 3.039 -4.766  C31 1.590, O33 1.240, O34 1.433
33 O -2.685 3.978 -4.954  C32 1.240
34 O -4.824 3.252 -4.339  C32 1.433, C35 1.452
35 C -4.848 3.886 -3.033  O34 1.452, C36 1.613, H84 1.152, H85 1.144
36 C -6.354 4.308 -2.641  C35 1.613, H86 1.146, H87 1.145, H88 1.137
37 C -2.851 -1.439 -1.122  C28 1.595, O38 1.448, H89 1.145, H90 1.147
38 O -4.206 -0.927 -1.115  C37 1.448, N39 1.363
39 N -5.003 -1.571 -2.013  O38 1.363, O40 1.197
40 O -5.991 -0.903 -2.116  N39 1.197
41 H 1.036 4.584 4.469  C1 1.138
42 H 0.546 2.840 4.176  C1 1.139
43 H -0.614 4.259 3.748  C1 1.149
44 H 1.262 5.040 2.032  C2 1.150
45 H 0.331 3.445 1.588  C2 1.143
46 H 1.872 2.717 0.290  C4 1.150
47 H 3.622 3.012 0.705  C4 1.150
48 H 3.923 0.926 1.965  C5 1.136
49 H 3.188 0.564 0.236  C5 1.146
50 H 3.498 -1.222 2.371  C7 1.135
51 H 1.758 -1.463 3.100  C7 1.146
52 H 2.772 -2.210 0.252  C8 1.153
53 H 1.507 -3.097 1.319  C8 1.134
54 H -0.684 -2.654 -0.024  C10 1.136
55 H 0.805 -2.964 -1.028  C10 1.150
56 H 1.230 -2.940 -3.324  P12 1.446
57 H -0.490 -6.541 -3.303  O15 0.981
58 H -3.220 -5.259 -3.079  O16 0.988
59 H 0.770 -0.369 -3.447  C17 1.138
60 H 1.784 -0.468 -1.995  C17 1.132
61 H 0.739 1.303 -0.851  C18 1.149
62 H -0.477 3.197 -2.464  C19 1.148
63 H 1.310 2.791 -2.335  C19 1.150
64 H -0.472 2.651 -4.565  N20 1.026
65 H 2.109 3.149 -4.361  C21 1.149
66 H 2.203 1.315 -4.780  C21 1.136
67 H 1.365 2.481 -5.901  C21 1.149
68 H -1.881 1.680 -1.710  N22 1.032
69 H -0.952 0.294 0.789  C23 1.135
70 H -0.906 2.062 0.340  C23 1.150
71 H -3.379 0.276 0.991  C24 1.140
72 H -3.614 1.977 0.157  C24 1.134
73 H -2.754 1.124 3.004  C25 1.152
74 H -1.638 2.399 2.345  C25 1.150
75 H -5.604 2.939 3.504  C27 1.147
76 H -5.209 1.455 2.383  C27 1.144
77 H -4.526 1.613 4.140  C27 1.138
78 H -1.395 -0.197 -4.123  C29 1.149
79 H -2.737 -1.476 -3.719  C29 1.148
80 H -3.648 1.283 -2.790  C30 1.139
81 H -4.377 0.090 -3.951  C30 1.148
82 H -3.736 1.161 -5.891  C31 1.149
83 H -2.003 1.418 -5.366  C31 1.133
84 H -4.498 3.177 -2.194  C35 1.152
85 H -4.144 4.787 -3.003  C35 1.144
86 H -6.763 3.445 -2.007  C36 1.146
87 H -6.294 5.272 -2.026  C36 1.145
88 H -7.024 4.439 -3.550  C36 1.137
89 H -2.572 -1.659 -0.034  C37 1.145
90 H -2.854 -2.451 -1.660  C37 1.147
91 C 5.787 -6.068 3.447  O92 1.427, H99 1.090, H100 1.092, H101 1.092
92 O 6.462 -5.304 4.446  C91 1.427, P93 1.721
93 P 5.489 -4.089 5.181  O92 1.721, O94 1.529, O95 1.642, O97 1.712
94 O 5.756 -3.141 4.012  P93 1.529
95 O 6.623 -3.897 6.353  P93 1.642, C96 1.422
96 C 7.990 -4.217 6.131  O95 1.422, H102 1.092, H103 1.091, H104 1.093
97 O 4.492 -2.934 5.957  P93 1.712, C98 1.418
98 C 5.083 -1.713 6.370  O97 1.418, H105 1.094, H106 1.092, H107 1.090
99 H 6.456 -6.858 3.107  C91 1.090
100 H 4.886 -6.521 3.866  C91 1.092
101 H 5.524 -5.433 2.599  C91 1.092
102 H 8.329 -3.902 5.142  C96 1.092
103 H 8.145 -5.288 6.270  C96 1.091
104 H 8.590 -3.691 6.878  C96 1.093
105 H 5.728 -1.287 5.596  C98 1.094
106 H 5.655 -1.859 7.289  C98 1.092
107 H 4.281 -1.005 6.581  C98 1.090


# 6
3 unconnected molecules or ions with the total composition C3H7NO2. Source: the OMol25 dataset; level of theory: ωB97M-V/def2-TZVPD.

The value obtained for the total energy is -323.527710 hartree. The HOMO energy (alpha / beta) is -0.3572 / -0.2505 hartree. The value obtained for the energy above the lowest of the compared OMol25 structures with the same formula, charge and spin is 158.92 kcal per mole. The gap between HOMO and LUMO (alpha / beta) comes out at 0.372 / 0.221 Eh.

Bonds (Å) are listed after each position.
Positions of all 13 atoms, in Å:
1 C 0.394 -0.653 -0.742  C2 1.493, O5 1.344, H9 1.086
2 C 1.571 -0.872 0.151  C1 1.493, H11 1.090, H12 1.097, H13 1.089
3 C -1.255 0.292 0.362  N6 1.170, H10 1.074
4 O -2.471 1.575 1.611  H7 0.968
5 O 0.550 0.032 -1.887  C1 1.344, H8 0.968
6 N -0.445 1.081 0.664  C3 1.170
7 H -2.717 2.389 1.149  O4 0.968
8 H 1.167 0.767 -1.758  O5 0.968
9 H -0.272 -1.495 -0.898  C1 1.086
10 H -2.138 -0.304 0.226  C3 1.074
11 H 2.089 0.062 0.368  C2 1.090
12 H 2.271 -1.559 -0.341  C2 1.097
13 H 1.258 -1.314 1.096  C2 1.089